Run P
ORCA calculation (ωB97M-V/def2-TZVPD) on a molecular structure, C34H26AsBr2NSTl.

As for the net charge: +1. The calculation puts the HOMO energy at -11.0 eV. As for the gap between HOMO and LUMO: 7.86 eV. As for the LUMO energy: -3.13 eV.

XYZ file:
```
66
Properties=species:S:1:pos:R:3:mulliken_charge:R:1
Tl -0.33784 0.98959 1.66505 1.3765
C -4.24121 3.06671 1.75774 -0.6835
C -5.10451 2.02179 2.04091 -0.8807
C -4.61193 0.74398 2.24772 -0.8430
C -3.24370 0.48563 2.16918 0.2765
C -2.38926 1.54308 1.87350 0.2539
C -2.87640 2.82470 1.67270 -0.6553
C -2.70505 -0.88897 2.36032 1.4068
C -3.54128 -1.97672 2.70614 -0.7849
C -3.01349 -3.22739 2.80241 -0.9757
C -1.64126 -3.44452 2.54901 1.5630
C -1.03799 -4.72249 2.58840 -0.9653
C 0.29042 -4.86572 2.31128 -0.6304
C 1.07197 -3.73641 1.98422 -0.7027
C 0.51656 -2.48896 1.94637 0.1011
C -0.85547 -2.31752 2.23329 -0.6499
N -1.41330 -1.07291 2.16226 -0.2965
H -4.62568 4.06531 1.60296 0.4218
H -6.16919 2.19944 2.10339 0.4232
H -5.31357 -0.04837 2.46085 0.3481
H -2.20292 3.64407 1.45638 0.4972
H -4.59056 -1.82063 2.89475 0.3653
H -3.64309 -4.06901 3.06271 0.4600
H -1.64863 -5.58115 2.83635 0.4260
H 0.74952 -5.84411 2.33823 0.4107
H 2.12450 -3.86006 1.76591 0.5080
H 1.12317 -1.62557 1.70661 0.2128
S 1.89143 1.11177 2.64844 -0.2263
C 2.92899 0.23984 1.49216 0.0632
C 4.08900 -0.30886 2.04176 -0.7128
C 5.02339 -0.94122 1.23904 -0.6883
C 4.81682 -1.04625 -0.12972 -0.8557
C 3.66324 -0.52043 -0.68672 -0.1005
C 2.71489 0.11882 0.10838 0.0232
As 1.08128 0.79730 -0.64905 1.1805
C 0.91412 -0.06806 -2.36455 0.0111
C 0.98333 -1.45546 -2.45441 -0.1557
C 0.83366 -2.07188 -3.68662 -0.7306
C 0.60732 -1.30684 -4.82478 -0.6562
C 0.53211 0.07534 -4.73283 -0.6631
C 0.68387 0.70014 -3.50152 -0.4933
C 1.42799 2.65052 -1.03229 0.1855
C 0.34265 3.52238 -1.04757 -0.1232
C 0.54303 4.86746 -1.32190 -0.7499
C 1.82506 5.33564 -1.57042 -0.5288
C 2.90602 4.46532 -1.54790 -0.7392
C 2.71164 3.11864 -1.28136 -0.2155
H 4.25384 -0.22869 3.10820 0.4717
H 5.91763 -1.35312 1.68720 0.4299
H 5.54709 -1.53437 -0.76032 0.4414
H 3.49732 -0.60745 -1.75328 0.4853
H 1.15611 -2.05553 -1.56762 0.5693
H 0.89527 -3.14930 -3.75896 0.4267
H 0.49206 -1.79064 -5.78524 0.3913
H 0.36100 0.67127 -5.61925 0.4372
H 0.63368 1.78015 -3.43421 0.4152
H -0.66062 3.15008 -0.86018 0.2868
H -0.29783 5.54747 -1.33919 0.4462
H 1.98395 6.38466 -1.77933 0.3925
H 3.90376 4.83618 -1.73848 0.4172
H 3.55699 2.44178 -1.25570 0.4152
Br -2.79312 1.08579 -1.84630 -0.0916
C -2.49820 -0.73450 -2.40933 -0.0735
Br -2.06975 -1.88123 -0.92471 -0.0006
H -1.65859 -0.74381 -3.09404 -0.1426
H -3.41029 -1.09673 -2.86611 0.4747
```

***

Run Q
ORCA calculation (ωB97M-V/def2-TZVPD) on a molecular structure, C34H26AsBr2NSTl.

As for the net charge: +1. The calculation puts the HOMO energy at -10.6 eV. As for the gap between HOMO and LUMO: 7.67 eV. As for the LUMO energy: -2.97 eV.

XYZ file:
```
66
Properties=species:S:1:pos:R:3:mulliken_charge:R:1
Tl -0.36159 -0.02926 0.97196 1.0163
C 3.67849 1.27191 2.22453 -0.6835
C 3.71822 2.57153 1.74385 -0.8389
C 2.63985 3.09214 1.04759 -0.8469
C 1.49870 2.32184 0.82367 0.2541
C 1.46713 1.02232 1.32302 0.3028
C 2.54701 0.49376 2.01340 -0.5443
C 0.34729 2.85532 0.03880 1.5413
C 0.34315 4.16642 -0.50036 -0.8835
C -0.71391 4.57932 -1.24785 -0.9936
C -1.80894 3.71436 -1.48080 0.9846
C -2.92979 4.07957 -2.26291 -0.9059
C -3.95445 3.19930 -2.45066 -0.6784
C -3.90482 1.91835 -1.85545 -0.7898
C -2.83485 1.54167 -1.09569 0.0033
C -1.75702 2.43562 -0.89946 -0.1817
N -0.67112 2.04919 -0.16119 0.0120
H 4.52302 0.86364 2.76489 0.4405
H 4.59395 3.18520 1.90710 0.4064
H 2.70739 4.10692 0.68132 0.3701
H 2.51869 -0.51924 2.39621 0.4600
H 1.17298 4.83279 -0.32727 0.3656
H -0.72589 5.57567 -1.67335 0.4501
H -2.95791 5.06681 -2.70746 0.4348
H -4.81139 3.47909 -3.04819 0.4062
H -4.73150 1.23409 -1.99654 0.4778
H -2.81377 0.57432 -0.60916 0.3028
S -2.42787 0.11565 2.35198 -0.2940
C -3.26675 -1.42285 2.05423 0.6453
C -4.55380 -1.51191 2.60001 -0.7774
C -5.32749 -2.64568 2.44447 -0.6060
C -4.84976 -3.74104 1.72718 -0.8368
C -3.58433 -3.67616 1.18062 -0.1395
C -2.79332 -2.53451 1.34417 -0.3280
As -1.03938 -2.56583 0.59421 1.1360
C -1.16166 -3.43333 -1.11021 0.5309
C -1.95714 -2.84811 -2.09216 -0.6673
C -2.06342 -3.44808 -3.33664 -0.6314
C -1.37875 -4.62916 -3.59851 -0.5949
C -0.60024 -5.21995 -2.61376 -0.6708
C -0.49359 -4.62701 -1.36186 -0.2717
C 0.03118 -3.66208 1.74949 0.3395
C 1.35482 -3.94134 1.41218 -0.1609
C 2.13684 -4.68888 2.27863 -0.7586
C 1.60860 -5.13818 3.48307 -0.5776
C 0.29659 -4.84501 3.82185 -0.7170
C -0.49908 -4.10575 2.95603 -0.4891
H -4.94123 -0.66668 3.15454 0.4484
H -6.31601 -2.67453 2.88424 0.3961
H -5.45635 -4.62688 1.59906 0.4283
H -3.19825 -4.51838 0.61715 0.4393
H -2.49276 -1.92966 -1.88890 0.4648
H -2.68023 -2.99613 -4.10244 0.4300
H -1.46311 -5.09619 -4.57130 0.3966
H -0.08093 -6.14743 -2.81503 0.4359
H 0.10504 -5.09507 -0.59215 0.4467
H 1.77179 -3.58265 0.47961 0.2586
H 3.16135 -4.91871 2.01615 0.4371
H 2.22371 -5.71752 4.15914 0.4046
H -0.11311 -5.19298 4.76096 0.4320
H -1.52509 -3.88169 3.21944 0.3835
Br 2.27178 -1.67849 -1.55856 -0.0705
C 1.02342 -1.44506 -3.00141 -0.1373
Br -0.20980 -0.00535 -2.67207 0.0101
H 0.44744 -2.35684 -3.10941 -0.0763
H 1.58642 -1.20238 -3.89167 0.4589
```

***

The structure with the most favorable energy is run P; the runner-up is 6.3 kcal/mol above it.

***

Run P
ORCA calculation (ωB97M-V/def2-TZVPD) on 8 unconnected molecules or ions with the total composition C5H26N2O8.

The calculation puts the HOMO energy at -9.3 eV. As for the gap between HOMO and LUMO: 9.39 eV. As for the LUMO energy: 0.10 eV.

XYZ file:
```
41
Properties=species:S:1:pos:R:3:mulliken_charge:R:1
C 1.53669 2.02391 0.38390 -0.8457
N 1.76081 0.81246 -0.46765 -0.4132
C 1.17043 -0.43120 -0.01624 -1.1672
C -0.33047 -0.51471 -0.35323 0.2086
N -1.23243 -0.16855 0.76710 0.1950
C -2.57990 -0.14592 0.42036 0.3346
C -3.02128 -0.90245 -0.82365 -0.8003
O -3.29954 0.60731 1.05562 -0.6354
H 2.44970 2.12919 0.96462 0.3251
H 0.73054 1.88947 1.10536 0.1755
H 1.34093 2.82514 -0.31379 0.3644
H 1.58847 1.07246 -1.42870 0.2741
H 1.33353 -0.42516 1.06391 0.5671
H 1.77695 -1.27939 -0.33366 0.3346
H -0.55572 -1.49423 -0.76591 0.6395
H -0.49640 0.23924 -1.12756 -0.5607
H -0.91304 0.66670 1.23045 0.2312
H -4.10341 -0.92098 -0.72286 0.3867
H -2.57658 -1.88964 -0.73892 0.3450
H -2.76624 -0.38836 -1.73687 0.0774
O 4.24120 0.35584 0.94207 -0.6969
H 5.06055 0.74842 0.62569 0.2896
H 3.54737 0.74847 0.37802 0.4579
O -2.29983 2.86864 -1.04749 -0.6307
H -2.46336 2.67157 -0.11011 0.3357
H -2.83509 2.13558 -1.38806 0.3114
O 3.44873 -2.02856 2.18266 -0.6074
H 3.51070 -2.72275 1.51841 0.3097
H 4.11679 -1.38234 1.88986 0.2910
O 0.64010 2.63930 -2.59633 -0.6008
H 0.04842 2.88210 -1.87852 0.2972
H 0.95295 3.38506 -3.10914 0.2638
O 0.10605 -3.23512 1.81750 -0.6305
H 0.28241 -2.74411 1.00810 0.3087
H 0.95949 -3.14184 2.25647 0.3365
O -2.56846 -2.05967 3.68883 -0.6461
H -2.41861 -1.11362 3.78302 0.3135
H -2.05270 -2.28128 2.90777 0.3165
O -1.30127 -0.75511 -3.43723 -0.6041
H -1.29816 0.18091 -3.22085 0.2573
H -1.49031 -0.85680 -4.37294 0.2914
```

***

Run Q
ORCA calculation (ωB97M-V/def2-TZVPD) on 8 unconnected molecules or ions with the total composition C5H26N2O8.

The calculation puts the HOMO energy at -9.2 eV. As for the gap between HOMO and LUMO: 9.42 eV. As for the LUMO energy: 0.20 eV.

XYZ file:
```
41
Properties=species:S:1:pos:R:3:mulliken_charge:R:1
C 2.09002 -0.60629 1.26170 -1.5241
C 0.82734 0.23206 1.30525 0.8563
C 1.18542 1.72603 1.32493 -0.8251
C 1.47251 2.24751 -0.09242 -0.5786
N 0.29333 2.72442 -0.81783 -0.4717
N 0.04084 -0.15939 2.49184 -0.1794
C -1.30411 0.11763 2.60255 0.0321
O -1.88876 0.01769 3.66062 -0.6116
H 2.70203 -0.50214 2.16014 0.4277
H 1.90956 -1.66430 1.06760 0.2344
H 2.74461 -0.31990 0.43591 0.3876
H 0.19236 0.03127 0.43412 -0.0992
H 2.05538 1.88294 1.97295 0.3274
H 0.37524 2.31187 1.76373 0.4159
H 2.20958 3.05230 -0.05862 0.4160
H 1.95223 1.48653 -0.71083 0.2270
H -0.53427 2.15114 -0.68160 0.1038
H 0.00782 3.64566 -0.51760 0.2691
H 0.57265 -0.25306 3.34530 0.2333
H -1.82393 0.37251 1.67382 0.4801
O 2.85591 -0.35505 -1.86926 -0.6180
H 1.98246 -0.77608 -2.08166 0.4145
H 3.30053 -0.18921 -2.68401 0.2696
O -2.48347 1.47620 -1.13961 -0.6756
H -3.30618 1.90936 -1.37654 0.2767
H -2.76566 0.64810 -0.68211 0.3899
O -1.24026 -2.62631 -0.85206 -0.7936
H -1.46336 -3.48816 -1.23415 0.2626
H -0.83503 -2.78499 0.03934 0.4937
O -0.67427 1.05644 -3.16900 -0.8274
H -0.00343 1.68276 -2.85907 0.3739
H -1.41748 1.12941 -2.53665 0.4230
O -0.23011 -3.16888 1.63121 -0.7954
H 0.68282 -3.48219 1.73650 0.3035
H -0.29765 -2.30116 2.07255 0.3080
O 0.43647 -1.33553 -2.69142 -0.8300
H 0.02190 -0.47731 -2.93711 0.5207
H -0.14432 -1.74289 -2.01270 0.3547
O -3.09108 -0.87318 0.11265 -0.6638
H -3.95079 -1.30067 0.23007 0.2652
H -2.45686 -1.49517 -0.31851 0.4270
```

***

The structure with the most favorable energy is run Q; the runner-up is 48.0 kcal/mol above it.

***

Run P
ORCA calculation (ωB97M-V/def2-TZVPD) on 2 unconnected molecules or ions with the total composition C7H14N2S.

The calculation puts the HOMO energy at -8.7 eV. As for the gap between HOMO and LUMO: 9.42 eV. As for the LUMO energy: 0.76 eV.

XYZ file:
```
24
Properties=species:S:1:pos:R:3:mulliken_charge:R:1
C 0.08985 -3.23865 1.37341 -1.2158
C 1.18774 -2.37060 0.78968 -0.1615
C 0.77806 -1.45109 -0.32085 0.4057
C -0.09508 -1.51374 -1.37149 -0.5932
N 0.24264 -0.47039 -2.18615 0.0008
C 1.29402 0.20162 -1.63357 -0.4997
N 1.69327 -0.44829 -0.57641 -0.5372
H -0.53260 -3.77394 0.65585 0.3056
H -0.68693 -2.63514 1.86687 0.3121
H 0.46545 -3.92370 2.12531 0.3645
H 1.69965 -1.79483 1.54602 0.3135
H 1.94408 -3.04396 0.37223 0.2121
H -0.93047 -2.12072 -1.68242 0.4152
H -0.31543 -0.09579 -2.93612 0.2201
H 1.67374 1.05689 -2.17045 0.4567
C -0.22021 2.08089 0.17879 -0.9618
C -0.89600 3.36902 0.65604 -0.3377
S -2.63557 3.23406 0.15447 -0.2884
H -0.19008 1.33995 0.97586 0.2654
H 0.79893 2.24675 -0.14376 0.3052
H -0.79254 1.58736 -0.60883 0.2763
H -0.87017 3.37629 1.73694 0.3080
H -0.42097 4.26795 0.27239 0.3166
H -3.28137 4.12008 0.92617 0.1175
```

***

Run Q
ORCA calculation (ωB97M-V/def2-TZVPD) on 2 unconnected molecules or ions with the total composition C7H14N2S.

The calculation puts the HOMO energy at -8.4 eV. As for the gap between HOMO and LUMO: 9.15 eV. As for the LUMO energy: 0.70 eV.

XYZ file:
```
24
Properties=species:S:1:pos:R:3:mulliken_charge:R:1
C -0.63047 -2.83157 0.75931 -1.0519
C 0.64227 -2.54143 1.56290 -0.4528
C 0.92796 -1.06176 1.65725 0.4748
C 0.05458 -0.02721 1.72559 -0.5507
N 0.73586 1.13560 1.50436 -0.0132
C 2.05116 0.76547 1.30815 -0.3174
N 2.17049 -0.53068 1.28085 -0.6200
H -0.83820 -3.87578 0.96954 0.3389
H -0.41390 -2.63897 -0.28500 0.2752
H -1.46092 -2.24891 1.13497 0.2995
H 0.51844 -2.97457 2.56059 0.2938
H 1.54192 -3.01559 1.16090 0.3187
H -1.01823 -0.06419 1.82453 0.3528
H 0.38197 2.04647 1.73907 0.2246
H 2.88508 1.44186 1.27925 0.4324
C 0.53349 1.49240 -2.75326 -0.7621
S -0.45508 2.59486 -1.60324 -0.0909
C -2.18837 2.11078 -1.84563 -0.8291
H 0.39084 1.87762 -3.75312 0.3217
H 1.55292 1.66578 -2.39341 0.2804
H 0.36389 0.48000 -2.40789 0.2155
H -2.59683 2.46601 -2.79050 0.3046
H -2.64744 2.64908 -1.00489 0.2692
H -2.50142 1.08472 -1.63030 0.2860
```

***

The structure with the most favorable energy is run P; the runner-up is 4.3 kcal/mol above it.